# 1
178
Properties=species:S:1:pos:R:3:forces:R:3:lowdin_spin:R:1 method="wB97M-V/def2-TZVPD" total_charge=0 max_force_ev_per_a=2.51 lumo_ev="-0.943 / -1.110" orbital_gap_ev="5.548 / 5.810" s2=0.7624 multiplicity=2
Ti -0.72284 1.69930 -0.84316 -0.4 -1.5 1.0 0.73
C -0.40944 7.97560 0.82924 0.0 0.0 0.0 0.00
C -0.82024 6.73470 0.10134 -0.1 -0.1 -0.1 0.01
C -0.12214 6.32370 -1.02966 -0.1 -0.1 0.0 0.00
C -0.44614 5.13970 -1.66196 -0.2 0.0 0.1 0.01
C -1.46394 4.31080 -1.17786 -0.2 0.7 0.0 0.00
N -1.74544 3.07280 -1.78146 0.3 0.5 -0.7 0.01
C -2.75434 3.05540 -2.68776 -0.6 -0.2 -0.5 0.00
C -3.19884 4.25360 -3.29686 0.1 -0.2 0.1 0.00
C -4.20534 4.28470 -4.22816 -0.1 -0.1 0.0 0.00
C -4.85054 3.11500 -4.62016 0.2 0.0 0.1 0.00
C -5.95314 3.13790 -5.63306 0.0 0.0 0.1 0.00
C -4.44324 1.93650 -4.02846 0.1 0.0 0.0 0.00
C -3.42154 1.86990 -3.08216 0.0 1.1 -0.1 0.00
N -3.11784 0.62040 -2.51506 -0.4 -0.6 -0.3 0.00
C -3.65984 -0.56540 -2.87696 0.0 -0.2 0.1 0.00
C -3.12664 -1.53920 -2.06646 -0.1 0.3 -0.1 0.00
C -2.25734 -0.85640 -1.22596 -0.3 -0.3 0.1 0.00
N -2.24914 0.44040 -1.51196 -0.5 -0.6 0.1 0.00
C -2.20424 4.75280 -0.06036 0.7 0.3 -0.7 0.01
C -1.87084 5.95410 0.55784 0.0 -0.2 -0.1 0.00
N -3.22784 3.94300 0.45654 -0.5 0.0 0.3 0.00
C -4.24194 4.29630 1.28644 -0.3 -0.1 0.1 0.00
C -4.97404 3.16140 1.53904 0.1 0.1 0.0 0.00
C -4.31754 2.15060 0.81724 0.0 0.3 0.0 0.00
N -3.27464 2.63420 0.17644 0.0 -0.5 0.3 0.00
H -0.31754 8.81220 0.14104 0.0 0.1 0.0 0.00
H 0.56076 7.81360 1.29664 0.1 0.1 0.1 0.00
H -1.12584 8.23590 1.60224 -0.1 0.1 0.1 0.00
H 0.67876 6.93940 -1.41826 0.1 0.0 0.0 0.00
H 0.09616 4.83080 -2.54636 -0.1 0.0 0.0 0.00
H -2.70444 5.17630 -3.03016 0.0 0.0 0.0 0.00
H -4.50464 5.23050 -4.65366 0.0 0.2 -0.1 0.00
H -6.81344 3.68640 -5.25226 -0.1 0.0 0.0 0.00
H -6.27124 2.12980 -5.88306 -0.1 -0.1 -0.1 0.00
H -5.61844 3.63010 -6.54366 -0.1 0.0 -0.1 0.00
H -4.96424 1.03850 -4.31066 -0.1 -0.1 -0.1 0.00
H -4.35894 -0.67030 -3.67986 -0.1 0.1 -0.1 0.00
H -3.31224 -2.59060 -2.07486 -0.1 -0.3 0.0 0.00
H -1.67874 -1.28990 -0.43456 0.2 0.2 0.1 0.00
H -2.41234 6.27370 1.43484 -0.1 0.0 0.2 0.00
H -4.38974 5.30250 1.62084 0.0 0.2 0.0 0.00
H -5.84934 3.06720 2.15204 -0.1 0.1 0.1 0.00
H -4.54864 1.10420 0.75414 0.1 -0.2 0.0 0.00
N -0.20384 -0.41640 -5.60476 -0.2 0.0 0.1 0.00
C -0.79444 -0.15010 -4.41216 0.1 -0.4 -0.4 0.00
N -0.52954 0.86320 -3.67656 0.3 0.7 -0.2 0.01
C 0.49216 1.71220 -4.07156 -0.1 -0.2 1.1 0.00
N 1.12726 2.46490 -3.23006 1.0 0.3 -1.8 0.00
N 0.83646 2.48290 -1.93116 1.5 1.0 1.7 0.01
C 1.78316 3.02370 -1.17446 -0.6 -0.8 -2.2 0.07
C 1.47636 3.32100 0.15824 -0.6 0.4 2.0 0.03
C 2.34456 4.06450 0.99234 -0.2 -0.5 -0.9 0.01
C 1.89076 4.53750 2.18964 -0.7 -0.1 0.4 0.03
C 0.56996 4.24400 2.56054 0.7 0.1 -0.2 0.01
C -0.19374 3.43840 1.74754 -0.3 0.0 0.4 0.02
N 0.22006 2.96180 0.56814 1.4 0.7 0.0 0.02
C 0.96366 1.65990 -5.45016 -0.1 -0.2 -0.5 0.00
C 1.77606 2.62460 -6.04346 0.0 -0.1 -0.1 0.00
C 2.22906 2.45470 -7.33996 0.1 0.2 0.2 0.00
C 1.91426 1.30710 -8.05316 -0.3 -0.3 0.1 0.00
C 1.11056 0.33590 -7.48396 0.2 0.1 -0.2 0.00
C 0.62076 0.52190 -6.19906 0.2 0.4 0.3 0.00
H -0.38374 -1.28100 -6.09386 -0.1 0.1 0.2 0.00
H -1.51724 -0.88050 -4.07656 -0.1 -0.1 0.1 0.00
H 2.74616 3.27400 -1.60766 -0.1 0.1 -0.1 0.00
H 3.33966 4.27860 0.63824 0.2 0.0 -0.1 0.00
H 2.51896 5.13330 2.83514 0.1 0.0 0.0 0.00
H 0.16346 4.63770 3.47804 -0.1 -0.1 0.1 0.00
H -1.19104 3.15550 2.06494 0.1 0.0 -0.2 0.00
H 2.04736 3.49260 -5.46536 0.0 0.1 0.1 0.00
H 2.84566 3.21090 -7.80016 0.1 0.1 0.0 0.00
H 2.29066 1.16550 -9.05496 0.0 0.0 -0.1 0.00
H 0.86486 -0.56920 -8.02196 0.0 0.0 -0.1 0.00
C 4.90416 1.59250 5.05094 -0.1 0.0 0.0 0.00
C 3.64396 0.78070 5.12224 -0.1 0.0 0.1 0.00
C 3.67566 -0.60590 5.10064 0.0 0.0 0.0 0.00
C 2.51046 -1.35500 5.11784 0.0 0.0 0.1 0.00
C 2.55066 -2.85060 5.01174 0.1 0.0 0.0 0.00
C 1.27766 -0.70000 5.18144 0.3 0.2 0.1 0.00
C 1.22616 0.69250 5.21684 0.0 0.0 0.0 0.00
C -0.07944 1.42490 5.31854 0.0 0.0 0.0 0.00
C 2.41166 1.41250 5.18074 0.1 -0.1 -0.1 0.00
C 0.02936 -1.49090 5.23574 0.0 -0.1 0.1 0.00
C -0.31424 -2.11900 6.42794 0.0 0.1 0.0 0.00
C -1.48404 -2.84570 6.52224 0.0 0.0 0.1 0.00
C -2.32144 -2.93920 5.42804 0.0 0.0 0.0 0.00
C -1.99264 -2.32320 4.22504 -0.1 -0.1 0.2 0.00
C -0.80474 -1.60290 4.12754 0.3 0.4 -0.8 0.00
Ge -0.23694 -0.90000 2.31964 0.5 -0.5 -0.2 0.00
S -1.43374 0.67610 1.43764 0.0 -0.4 0.4 0.00
S -0.19614 -2.76240 0.97684 0.3 0.5 0.1 0.00
Ge 1.53316 -1.62240 0.05234 -0.2 -0.1 0.4 0.00
S 0.79906 -0.22140 -1.44556 0.6 -0.6 0.3 0.00
S 2.01216 -0.45390 1.96714 -0.6 -0.5 -0.3 0.00
C 2.86286 -2.93460 -0.70336 -0.6 0.8 0.4 0.00
C 2.45426 -4.15160 -1.23836 0.1 -0.2 0.0 0.00
C 3.41026 -5.05420 -1.69406 0.0 0.0 0.0 0.00
C 4.75556 -4.75050 -1.64136 0.1 -0.1 0.0 0.00
C 5.15436 -3.52570 -1.14446 0.0 0.1 0.0 0.00
C 4.21386 -2.61310 -0.68066 0.1 -0.2 0.0 0.00
C 4.68686 -1.30100 -0.19126 0.2 0.3 0.0 0.00
C 4.70816 -0.20180 -1.04896 0.0 -0.1 0.0 0.00
C 4.20056 -0.30140 -2.45526 0.0 0.1 -0.1 0.00
C 5.23246 0.99670 -0.58336 0.0 0.0 0.2 0.00
C 5.75146 1.11180 0.69504 0.0 0.1 0.0 0.00
C 6.37416 2.39380 1.16434 0.0 -0.1 0.0 0.00
C 5.72876 0.00270 1.53094 0.0 0.0 -0.1 0.00
C 5.19656 -1.20180 1.10654 0.1 0.0 0.0 0.00
C 5.17816 -2.40050 2.00644 0.0 0.0 0.0 0.00
C 1.03786 -4.54170 -1.41456 -0.3 -0.1 -0.1 0.00
C 0.46426 -5.48820 -0.56256 0.0 0.0 -0.1 0.00
C 1.23566 -6.01130 0.61234 0.0 0.0 0.0 0.00
C -0.81814 -5.94340 -0.82726 0.0 0.0 -0.1 0.00
C -1.54004 -5.47210 -1.91356 0.0 0.0 -0.1 0.00
C -2.92684 -5.96880 -2.19786 0.0 0.1 0.0 0.00
C -0.95624 -4.52860 -2.74496 0.0 0.0 0.1 0.00
C 0.33096 -4.06550 -2.52016 0.0 0.0 0.0 0.00
C 0.95366 -3.08640 -3.46926 0.0 0.0 0.0 0.00
C -2.92454 -2.47850 3.08344 -0.2 -0.2 -0.2 0.00
C -2.93294 -3.67140 2.35934 0.0 0.1 0.1 0.00
C -2.01754 -4.80240 2.72104 0.0 0.0 0.0 0.00
C -3.83444 -3.82340 1.31354 -0.1 0.1 0.0 0.00
C -4.73854 -2.82600 0.99194 0.0 -0.1 0.0 0.00
C -5.73684 -3.00030 -0.11606 0.0 0.0 0.1 0.00
C -4.74084 -1.66090 1.74734 0.1 -0.1 0.0 0.00
C -3.85274 -1.47320 2.79354 -0.1 0.0 0.0 0.00
C -3.90874 -0.23230 3.63144 0.0 0.0 0.0 0.00
H 5.78766 0.96620 5.15464 0.1 0.0 0.0 0.00
H 4.92576 2.35210 5.83174 0.0 0.0 0.0 0.00
H 4.94996 2.10110 4.08784 0.1 0.1 -0.1 0.00
H 4.62916 -1.11410 5.05764 0.1 -0.1 0.0 0.00
H 3.57166 -3.20820 4.90564 0.1 0.0 0.0 0.00
H 1.97906 -3.17060 4.13924 0.0 -0.1 -0.1 0.00
H 2.10326 -3.31810 5.88814 0.0 -0.1 0.0 0.00
H -0.91664 0.75980 5.12274 -0.1 0.1 0.0 0.00
H -0.10934 2.24090 4.59934 -0.1 0.1 -0.1 0.00
H -0.19714 1.84430 6.31834 -0.1 0.0 0.1 0.00
H 2.36726 2.49340 5.19294 0.0 0.2 0.0 0.00
H 0.34366 -2.02650 7.28114 0.1 0.0 0.1 0.00
H -1.74484 -3.33650 7.44784 0.0 0.0 0.1 0.00
H -3.24344 -3.49830 5.49634 -0.1 -0.1 0.0 0.00
H 3.07816 -5.99450 -2.10976 0.0 -0.1 0.0 0.00
H 5.48736 -5.45760 -2.00426 0.1 -0.1 0.0 0.00
H 6.20106 -3.25880 -1.11966 0.1 0.0 0.0 0.00
H 4.33616 -1.30500 -2.85106 0.0 -0.1 -0.1 0.00
H 4.70856 0.40820 -3.10376 0.1 0.1 -0.1 0.00
H 3.13456 -0.07440 -2.48146 -0.1 0.0 0.0 0.00
H 5.25896 1.85140 -1.24636 0.0 0.1 -0.1 0.00
H 6.18566 3.20080 0.45974 0.0 0.1 0.0 0.00
H 7.45346 2.27060 1.26514 0.0 0.1 0.0 0.00
H 5.97846 2.67590 2.13874 0.0 0.1 0.1 0.00
H 6.14666 0.07750 2.52534 0.0 0.0 0.2 0.00
H 5.58176 -2.15170 2.98394 0.0 0.0 0.1 0.00
H 5.76476 -3.21360 1.57814 0.0 -0.1 0.0 0.00
H 4.15666 -2.75910 2.13394 -0.1 -0.1 0.1 0.00
H 2.03596 -6.67280 0.28014 0.1 -0.1 0.1 0.00
H 0.58556 -6.56330 1.28704 0.0 -0.1 0.1 0.00
H 1.68846 -5.18770 1.16174 0.0 0.0 0.1 0.00
H -1.25714 -6.69950 -0.18886 0.0 0.0 0.1 0.00
H -3.10084 -6.93100 -1.72186 -0.1 -0.1 0.0 0.00
H -3.08564 -6.07370 -3.27056 -0.1 0.0 0.0 0.00
H -3.66204 -5.26100 -1.81266 -0.1 0.0 0.0 0.00
H -1.51034 -4.16190 -3.60106 0.0 0.0 -0.1 0.00
H 0.44746 -3.11070 -4.43216 -0.1 -0.1 -0.1 0.00
H 2.00946 -3.30240 -3.62006 0.1 0.0 -0.1 0.00
H 0.88066 -2.07520 -3.06406 0.1 0.0 0.0 0.00
H -1.12504 -4.43800 3.22334 0.1 -0.1 0.0 0.00
H -1.71344 -5.33830 1.82654 0.0 -0.1 -0.1 0.00
H -2.52984 -5.49850 3.38704 0.0 -0.1 0.1 0.00
H -3.83754 -4.74780 0.75134 0.0 -0.1 -0.1 0.00
H -5.62624 -3.97280 -0.59116 0.0 -0.1 -0.1 0.00
H -5.61034 -2.22090 -0.86716 0.0 0.0 -0.1 0.00
H -6.75214 -2.92690 0.27384 -0.1 0.0 0.0 0.00
H -5.47344 -0.89630 1.52264 -0.1 0.1 0.0 0.00
H -4.81204 0.33770 3.42774 -0.1 0.0 0.0 0.00
H -3.87724 -0.48770 4.68924 0.0 0.1 0.1 0.00
H -3.05044 0.40110 3.40774 0.0 0.1 0.1 0.00



# 2
15
Properties=species:S:1:pos:R:3:forces:R:3:lowdin_charge:R:1 method="wB97M-V/def2-TZVPD" e_above_lowest_ev=4.596 total_charge=0 max_force_ev_per_a=1.22 lumo_ev=0.771 smiles=C#CC[C@H](C)C#C orbital_gap_ev=10.617
C 0.11972 -2.91342 0.06449 -0.1 0.3 0.1 0.12
C -0.27072 -1.83119 0.41312 0.1 -0.5 -0.2 -0.15
C -0.78776 -0.52061 0.78415 -0.2 -0.1 0.0 -0.19
C -0.19035 0.63783 -0.02120 -0.1 -0.1 -0.1 -0.42
C -0.05524 0.46325 -1.51961 0.0 -0.2 -0.2 -0.07
C 1.07353 1.09785 0.58207 -0.6 1.0 0.4 -0.10
C 1.49000 2.03993 1.19926 0.2 0.0 0.1 0.12
H 0.43155 -3.89005 -0.22360 0.0 0.1 0.0 0.02
H -0.59094 -0.32826 1.84633 -0.1 -0.1 -0.2 0.12
H -1.87496 -0.51463 0.65754 0.1 -0.1 0.0 0.12
H -0.84251 1.49997 0.16851 -0.1 -0.3 -0.2 0.14
H 0.58513 -0.39329 -1.73823 -0.1 0.0 -0.1 0.08
H -1.03269 0.32286 -1.98706 0.1 -0.1 0.0 0.08
H 0.40796 1.36471 -1.93618 -0.1 -0.2 0.0 0.08
H 1.53726 2.96503 1.71041 0.8 0.1 0.3 0.03



# 3
52
Properties=species:S:1:pos:R:3:forces:R:3:lowdin_charge:R:1 method="wB97M-V/def2-TZVPD" e_above_lowest_ev=2.140 total_charge=0 max_force_ev_per_a=0.29 lumo_ev=-0.090 smiles="CO[C@]1(C(=O)NC[C@H](C)C(C)C)CCN(C(=O)c2cncc(C#N)c2)C1" orbital_gap_ev=9.544
C -1.00549 0.97144 -2.40257 0.0 0.0 0.0 -0.05
O -1.26409 0.87680 -1.01200 0.1 0.1 0.1 -0.13
C -0.46134 1.68262 -0.15010 -0.1 -0.1 0.0 -0.35
C -0.82748 1.32947 1.30145 0.0 0.0 -0.1 -0.43
O -0.24285 1.88841 2.21759 0.0 -0.1 0.0 0.06
N -1.78328 0.40458 1.45970 0.0 0.1 0.0 0.09
C -2.23429 -0.03554 2.76601 0.0 0.0 0.0 -0.14
C -2.71792 -1.48768 2.75683 0.0 0.0 0.0 -0.35
C -3.72220 -1.67453 3.89437 0.0 0.0 0.0 -0.07
C -1.56218 -2.50011 2.85274 0.0 0.0 0.0 -0.41
C -0.44820 -2.24931 1.83803 0.0 0.0 0.0 -0.07
C -2.06108 -3.93745 2.71339 0.0 0.0 0.0 -0.08
C -0.64522 3.19234 -0.39742 0.0 0.0 -0.1 -0.05
C 0.57370 3.65443 -1.21765 0.0 0.0 0.0 -0.10
N 1.42074 2.46879 -1.34275 0.0 0.0 0.0 -0.03
C 2.14006 2.27764 -2.47558 0.2 0.1 0.2 -0.43
O 2.16459 3.08648 -3.38966 -0.1 -0.1 0.0 0.08
C 2.97718 1.03395 -2.56393 -0.1 0.0 -0.1 -0.11
C 3.71536 0.52323 -1.50331 0.0 0.0 0.1 -0.08
N 4.51350 -0.53535 -1.59928 0.0 0.0 0.0 0.09
C 4.59664 -1.14130 -2.77342 0.0 0.0 0.0 -0.08
C 3.90865 -0.69984 -3.90345 0.0 0.0 0.0 -0.19
C 4.05201 -1.39544 -5.15014 0.0 -0.1 -0.1 -0.18
N 4.16443 -1.95930 -6.14475 0.0 0.0 0.0 0.16
C 3.09661 0.42129 -3.79963 0.0 0.0 0.0 0.06
C 1.04238 1.46028 -0.36015 -0.1 -0.1 -0.1 -0.05
H -1.80465 0.42575 -2.89926 0.0 0.0 0.0 0.10
H -1.01294 2.00696 -2.75445 0.0 0.0 0.0 0.10
H -0.05049 0.51201 -2.67483 0.0 0.0 0.0 0.09
H -2.18521 0.00595 0.62802 0.0 0.0 -0.1 0.14
H -1.40584 0.09722 3.46566 0.0 0.0 0.0 0.13
H -3.04544 0.61356 3.11020 0.0 0.0 0.0 0.13
H -3.24462 -1.66218 1.80619 0.0 0.0 0.0 0.14
H -3.22818 -1.57168 4.86441 0.0 0.0 0.0 0.09
H -4.51128 -0.92324 3.84137 0.0 0.0 0.0 0.08
H -4.19721 -2.65257 3.86282 0.0 0.0 0.0 0.07
H -1.12810 -2.38350 3.85483 0.0 0.0 0.0 0.14
H -0.83636 -2.24943 0.81514 0.0 0.0 0.0 0.09
H 0.05845 -1.29926 2.00674 0.0 0.0 0.0 0.07
H 0.29907 -3.04169 1.90745 0.0 0.0 0.0 0.08
H -2.58472 -4.07214 1.76210 0.0 0.0 0.0 0.09
H -1.22019 -4.63253 2.72778 0.0 0.0 0.0 0.08
H -2.73857 -4.22633 3.51460 0.0 0.0 0.0 0.07
H -1.58402 3.35795 -0.92542 0.0 0.0 0.0 0.13
H -0.69652 3.71254 0.55533 0.0 0.0 0.0 0.12
H 0.32308 4.00751 -2.21636 0.0 0.0 0.0 0.12
H 1.12504 4.45118 -0.71481 0.0 0.0 0.0 0.13
H 3.67224 0.99559 -0.52710 0.0 0.0 0.0 0.12
H 5.23814 -2.01368 -2.83224 0.0 0.0 0.0 0.12
H 2.57464 0.82332 -4.65771 0.0 0.0 0.0 0.14
H 1.55491 1.60903 0.59130 0.0 0.0 0.0 0.14
H 1.23855 0.45377 -0.72607 0.0 0.0 0.1 0.14



# 4
9
Properties=species:S:1:pos:R:3:forces:R:3:lowdin_charge:R:1 method="wB97M-V/def2-TZVPD" e_above_lowest_ev=0.632 total_charge=0 max_force_ev_per_a=3.61 lumo_ev=0.048 smiles="C=CC(=O)S" orbital_gap_ev=10.002
C 1.22975 1.01390 0.35302 0.6 -1.0 -0.5 0.05
C 0.01237 0.55094 0.57568 -1.6 0.3 0.5 -0.17
C -0.46521 -0.55436 -0.29124 2.8 -0.1 -2.3 -0.87
O 0.26664 -1.04824 -1.16151 -0.6 0.6 1.3 -0.06
S -2.06640 -1.10678 -0.21514 -1.9 0.5 1.4 0.90
H 1.73282 1.73082 0.96291 0.0 0.6 0.2 0.06
H 1.80174 0.50333 -0.44831 -0.3 0.5 0.6 0.09
H -0.75709 0.94506 1.28646 1.1 -0.2 -0.4 0.11
H -1.75461 -2.03467 -1.06187 0.0 -1.0 -0.9 -0.12